Density functional theory data (the ωB97M-V functional and the def2-TZVPD basis) for 3 unconnected molecules or ions with the total composition C35H65BrF2NO9P3S at a distorted geometry.

Values from the calculation:
Max |F| ... 0.100 Eh/bohr
Orbital gap ... 8.37 eV
HOMO ... -8.29 eV

ORCA input file:
```
! wB97M-V def2-TZVPD RIJCOSX def2/J DEFGRID3
* xyz 0 1
Br 2.788 2.312 -7.507
S -0.720 -3.828 -5.584
P -3.549 -1.215 -0.167
P -1.912 -2.898 -4.381
P 1.369 0.621 -7.023
F -3.860 -0.855 -2.815
F 0.260 1.383 -4.668
O -2.702 -3.915 -3.239
O 0.545 -3.318 0.374
O -3.839 2.942 -2.734
O -1.629 -1.442 -2.053
O -3.202 -2.273 -5.359
O -0.214 1.055 -7.567
O 0.702 -0.947 -4.952
O 2.974 0.873 -0.812
O 2.983 1.967 -4.182
N 2.778 -3.348 -0.399
C 2.633 1.444 7.694
C 4.166 -6.937 -1.821
C -1.168 -1.437 -3.440
C -2.218 -0.874 1.136
C 0.415 -1.262 -3.544
C -6.118 4.825 4.480
C -2.386 0.888 -1.649
C 3.649 1.801 -1.702
C 1.315 -3.388 -0.630
C 4.443 -3.924 -2.420
C 1.204 0.381 -5.109
C -4.268 2.539 3.388
C -2.906 1.787 -3.024
C -5.160 4.965 3.305
C 2.672 1.487 0.464
C -3.816 -3.102 -0.322
C 5.218 -4.981 -3.260
C 2.703 0.593 -4.527
C 0.753 -0.120 4.826
C 0.713 -3.570 -2.129
C 3.507 -4.334 -1.221
C 3.400 -5.879 -0.965
C 1.542 2.631 0.382
C -4.919 3.651 2.560
C 1.320 -2.501 -3.143
C 3.213 0.382 5.449
C -2.813 -0.643 -1.859
C -1.849 3.191 2.967
C 5.119 -6.528 -2.988
C -2.339 3.361 -3.059
C 1.009 -1.508 4.253
C -2.916 2.888 4.008
C 3.035 0.176 6.954
C 1.953 0.820 4.696
C 2.591 2.259 -2.824
H 2.282 -2.078 -2.653
H 5.669 -7.309 -3.610
H 1.702 -3.050 -4.086
H -2.209 3.810 -4.095
H -2.441 0.157 1.578
H 1.812 -2.023 4.786
H -2.106 4.067 2.365
H 1.105 -4.609 -2.462
H 3.997 2.698 -1.078
H 2.453 3.406 -2.769
H 1.661 1.816 7.360
H 3.985 -0.181 7.369
H 3.991 1.137 5.285
H 2.301 -0.613 7.150
H 3.597 -0.545 5.011
H 3.374 2.234 7.546
H 2.242 0.646 1.129
H 1.655 1.818 5.034
H 4.055 -8.050 -1.584
H -1.709 2.339 2.295
H 0.924 2.698 1.347
H 4.591 -2.827 -2.680
H -1.251 1.056 -1.611
H 4.534 1.266 -2.217
H -2.722 -1.786 -6.072
H -3.013 3.732 4.697
H 2.559 1.247 8.767
H -5.723 4.153 5.246
H -2.283 -1.639 2.000
H -6.283 5.799 4.948
H -4.144 1.659 2.746
H -0.133 1.908 -8.055
H 1.562 1.818 -2.552
H 2.056 3.636 0.137
H -2.581 2.037 4.612
H -0.094 0.325 4.290
H 3.126 -2.398 -0.604
H -4.519 -3.304 -1.207
H -2.990 1.205 -4.069
H -4.367 -3.450 0.633
H -4.953 2.232 4.186
H 2.715 -6.220 -0.105
H -1.158 -0.826 0.695
H 5.916 -4.672 -4.124
H 1.278 -1.450 3.195
H -2.826 -3.659 -0.475
H 3.594 1.889 1.007
H -3.620 -4.068 -3.558
H -1.627 -0.482 -3.913
H -0.419 -3.667 -2.094
H 0.815 2.387 -0.467
H -0.893 3.396 3.457
H 0.443 -0.205 5.872
H 3.460 0.207 -5.307
H -2.913 1.404 -0.766
H 2.206 0.926 3.634
H -5.580 5.690 2.599
H 0.109 -2.123 4.339
H -4.212 5.389 3.651
H 2.857 -0.044 -3.588
H -7.087 4.442 4.150
H 0.698 -0.345 -2.898
H -5.877 3.279 2.178
H -1.757 3.661 -2.123
H -4.305 3.856 1.676
*
```

---

Density functional theory data (the ωB97M-V functional and the def2-TZVPD basis) for 10 unconnected molecules or ions with the total composition C35H65F15O25S5 at a distorted geometry.

Values from the calculation:
Energy relative to the best compared isomer or geometry (same formula, charge and spin) ... 0.0 kcal/mol
Max |F| ... 0.107 Eh/bohr
Orbital gap ... 11.06 eV
HOMO ... -10.93 eV

ORCA input file:
```
! wB97M-V def2-TZVPD RIJCOSX def2/J DEFGRID3
* xyz 0 1
S 0.354 -0.195 -1.430
S 1.586 4.021 -2.763
S 1.776 -5.676 -3.784
S -5.074 -1.695 -3.344
S 0.762 -1.017 4.610
F -6.103 1.114 5.472
F 2.251 3.332 6.602
F -4.328 1.403 4.167
F 5.066 6.727 -0.089
F 5.482 -3.372 -0.454
F 1.861 5.156 5.632
F 2.905 7.105 0.070
F -4.558 0.284 0.885
F -6.258 0.301 -0.369
F 4.246 7.649 1.633
F 4.321 -1.717 0.354
F 3.276 -3.594 -0.040
F -4.196 0.873 6.272
F 2.993 3.587 4.590
F -6.083 1.664 1.230
O 0.743 2.967 3.493
O -5.529 3.148 -0.685
O -0.286 1.051 -1.834
O -5.919 -1.458 4.542
O 1.519 -4.737 -2.429
O 0.541 -6.394 -4.142
O 1.684 3.747 -1.320
O 4.630 4.298 1.037
O -3.671 -1.370 4.411
O 0.766 5.131 -3.284
O 2.811 5.139 2.179
O -4.677 -1.628 -1.966
O 2.401 -4.888 -4.917
O -6.324 -1.124 -3.839
O -4.056 -0.847 -4.297
O -0.668 -1.303 -0.807
O -4.032 1.706 -1.499
O 1.177 -0.812 -2.470
O 3.145 4.305 -3.305
O 3.555 -2.856 -2.899
O 1.689 -0.998 5.710
O 4.591 -0.873 -2.141
O -0.365 3.508 5.452
O 1.159 -0.554 3.212
O 0.060 -2.533 4.528
C 4.592 -0.092 -3.263
C -5.517 -3.158 2.692
C -1.851 -1.631 1.150
C -4.683 -3.395 -4.069
C -0.455 2.706 2.759
C 4.727 1.857 0.937
C -0.982 -4.309 -2.495
C -4.879 0.669 5.141
C -2.658 -0.858 -3.990
C 2.969 -6.859 -3.049
C -0.710 -4.649 5.332
C 3.978 6.694 0.708
C -0.850 3.753 1.751
C 4.171 -2.184 -2.024
C 4.315 -2.796 -0.534
C -4.759 -0.812 4.706
C 3.755 5.301 1.376
C -5.951 -2.859 4.193
C 0.047 -3.348 5.718
C -2.376 3.463 -1.458
C 1.230 2.495 -3.738
C -4.907 2.126 -0.630
C -3.275 2.579 -2.265
C 1.359 0.037 -0.007
C -0.815 -0.147 4.996
C 5.459 3.391 -3.717
C 0.679 3.383 4.816
C -5.418 1.072 0.307
C 0.260 -4.869 -1.728
C -1.639 -0.708 -0.032
C 2.017 3.845 5.436
C 5.167 -0.686 -4.525
C 4.757 3.092 1.816
C 4.226 3.607 -2.612
C -1.719 -0.128 -5.032
H -0.760 -3.264 -2.712
H -0.462 -5.319 6.155
H 0.839 -0.379 0.856
H -2.709 1.904 -2.907
H -3.993 3.068 -2.924
H 5.736 1.477 0.775
H -0.981 -0.500 6.014
H -1.323 2.380 3.332
H 5.673 3.008 2.400
H -6.236 -2.605 2.087
H 1.384 2.767 -4.782
H -1.786 -4.492 5.414
H 2.205 -0.617 -0.219
H 3.975 2.604 -2.267
H -0.697 -0.288 -4.688
H -2.587 -0.602 -0.559
H 2.466 -7.287 -2.182
H 0.201 -5.912 -1.419
H -2.287 -1.853 -3.740
H -0.404 -4.951 4.331
H -0.417 -2.872 6.581
H -2.363 -1.149 1.983
H 5.953 4.340 -3.928
H -1.046 4.734 2.183
H 5.151 2.947 -4.663
H 3.544 0.171 -3.404
H -1.866 -4.217 -1.865
H 5.103 0.863 -3.134
H -1.735 2.859 -0.816
H -5.505 -3.480 4.969
H 0.012 3.990 1.128
H 3.371 -7.527 -3.811
H -5.076 -3.366 -5.086
H -6.943 -3.294 4.311
H -1.774 0.951 -5.175
H 6.176 2.630 -3.409
H -3.622 -3.643 -4.094
H -1.205 -4.801 -3.442
H -1.743 3.581 1.150
H -5.666 -4.203 2.420
H 4.481 4.221 -1.749
H -0.255 1.869 2.090
H 6.236 -0.855 -4.394
H 1.870 1.670 -3.426
H -2.232 -2.630 0.937
H -5.310 -3.961 -3.380
H 5.251 -0.054 -5.409
H -1.717 4.128 -2.015
H 0.335 -4.348 -0.773
H 1.549 1.100 0.140
H 4.211 2.065 0.000
H 4.241 0.948 1.290
H 1.089 -3.621 5.886
H -1.546 -0.455 4.248
H -1.833 -0.589 -6.014
H -0.898 -1.793 1.653
H -0.726 0.933 5.105
H 4.711 -1.659 -4.708
H -2.591 -0.276 -3.071
H -4.515 -2.792 2.468
H 0.173 2.233 -3.687
H -1.394 0.270 0.382
H 3.876 2.973 2.446
H -2.938 4.112 -0.786
H 3.848 -6.299 -2.731
*
```